Formula: C3H4LuMgO4
Source: the Open Molecules 2025 dataset
Level of theory: the ωB97M-V functional and the def2-TZVPD basis

Last column: Löwdin charge in e.
Element x y z (Å)
O1 -1.02573 -1.14279 -1.55484  -0.359
C1 -1.34079 -0.22213 -0.60438  -0.372
O2 -1.60348 -0.80552 0.65686  -0.200
C2 -0.52306 -1.63452 1.17149  -0.300
Lu1 0.12790 -2.63318 -0.77715  2.000
H1 -2.25277 0.34785 -0.85732  0.156
H2 -0.98218 -2.26497 1.94733  0.070
H3 0.20360 -0.97112 1.68117  0.063
H4 -0.32525 0.69724 -0.46308  0.158
O3 1.80497 1.77455 0.75571  -0.084
C3 1.21433 1.63389 -0.33942  -0.461
O4 1.65383 2.13703 -1.39861  -0.076
Mg1 3.04862 3.08367 -0.21777  1.406

Output
- electronic energy (Ha) = -1852.5477
- net charge = +2
- 2S+1 = 2
- frontier orbital gap (spin up / spin down) (eV) = 6.2 / 6.1

---

Formula: C23H35N12O
Source: the Open Molecules 2025 dataset
Level of theory: the ωB97M-V functional and the def2-TZVPD basis

Last column: Löwdin charge in e.
Element x y z (Å)
O1 1.41966 -4.18188 1.13233  0.043
N1 1.38862 -2.89424 1.55818  -0.184
C1 2.36655 -2.55847 2.57270  0.077
C2 1.99644 -1.08510 2.82071  0.016
N2 0.88767 -0.74812 1.94325  0.070
C3 0.47035 -1.86973 1.14477  0.062
H1 0.65045 -4.61109 1.59457  0.160
H2 3.14253 -3.24602 3.02923  0.144
H3 2.55550 -0.45463 3.59231  0.090
H4 0.44435 0.19302 1.93168  0.063
H5 -0.37272 -1.94673 0.38132  0.131
C4 -3.98542 -1.67346 0.16572  -0.085
C5 -2.78577 -0.77794 0.07919  -0.215
N3 -1.83963 -0.06993 0.01242  0.114
H6 -4.81914 -1.13419 0.61469  0.050
H7 -4.27338 -2.00675 -0.83291  0.085
H8 -3.75493 -2.54544 0.77921  0.048
C6 1.16283 0.43138 -2.08907  -0.077
C7 1.63939 1.67675 -2.77318  -0.226
N4 2.01445 2.65733 -3.31158  0.133
H9 1.51556 0.41716 -1.05629  0.056
H10 0.07194 0.39939 -2.09308  0.057
H11 1.54713 -0.44797 -2.60902  0.077
C8 1.03769 3.03408 4.31012  -0.038
C9 0.92091 2.46303 2.92957  -0.185
N5 0.83015 2.01454 1.83937  0.125
H12 2.03375 2.83643 4.71002  0.085
H13 0.87267 4.11231 4.28028  0.090
H14 0.29325 2.57727 4.96424  0.087
C10 -8.61908 -1.65559 1.51698  -0.064
C11 -7.22362 -2.14119 1.76563  -0.231
N6 -6.12509 -2.52861 1.96328  0.119
H15 -9.03151 -2.14941 0.63587  0.081
H16 -9.24866 -1.88088 2.37897  0.082
H17 -8.61265 -0.57691 1.35168  0.077
C12 -6.59524 -6.66434 3.02801  -0.069
C13 -7.72633 -5.84069 2.49224  -0.245
N7 -8.61674 -5.19182 2.07054  0.115
H18 -6.16781 -6.17958 3.90712  0.077
H19 -6.95762 -7.65485 3.30769  0.078
H20 -5.82058 -6.76934 2.26655  0.058
C14 -2.28806 -5.03908 -1.73946  -0.060
C15 -3.35988 -5.18148 -0.70002  -0.248
N8 -4.20374 -5.29469 0.11804  0.133
H21 -1.53861 -4.32007 -1.40420  0.060
H22 -1.80600 -6.00301 -1.90969  0.083
H23 -2.72401 -4.68848 -2.67628  0.084
C16 6.64410 -1.63989 3.13768  -0.058
C17 5.60067 -0.79833 3.80898  -0.229
N9 4.77941 -0.13376 4.33744  0.109
H24 6.77698 -1.31331 2.10469  0.070
H25 7.59419 -1.54505 3.66571  0.083
H26 6.33696 -2.68691 3.14345  0.077
C18 2.46633 5.34081 -5.28746  -0.092
C19 2.12931 6.65253 -5.93087  -0.244
N10 1.86410 7.68543 -6.43733  0.112
H27 1.55652 4.85913 -4.92737  0.052
H28 2.95288 4.68602 -6.01189  0.077
H29 3.14021 5.50267 -4.44509  0.074
C20 -0.98530 9.06371 -8.04834  -0.093
C21 -2.11256 9.88868 -8.59360  -0.260
N11 -3.00007 10.53809 -9.02301  0.101
H30 -0.56072 9.54963 -7.16880  0.068
H31 -1.35109 8.07519 -7.76693  0.072
H32 -0.20650 8.95310 -8.80413  0.074
C22 9.24050 1.53375 2.32506  -0.066
C23 9.31609 0.33898 1.42183  -0.259
N12 9.37463 -0.60222 0.71122  0.114
H33 9.06244 1.21179 3.35246  0.073
H34 10.17824 2.08988 2.28354  0.082
H35 8.42490 2.18631 2.00953  0.079

Output
- electronic energy (Ha) = -1629.2449
- net charge = +1
- frontier orbital gap (eV) = 8.7

---

Formula: C19H26F3N8O
Source: the Open Molecules 2025 dataset
Level of theory: the ωB97M-V functional and the def2-TZVPD basis

Last column: Löwdin charge in e.
Element x y z (Å)
C1 5.95783 -3.14673 1.91658  -0.089
O1 5.55257 -2.25412 2.99206  -0.181
C2 4.82785 -1.11341 2.51834  -0.131
N1 3.39871 -1.59615 2.25886  -0.084
C3 2.62957 -1.80134 3.44485  0.103
C4 1.15198 -2.31695 3.26481  0.129
C5 0.69114 -2.57946 1.78292  0.048
C6 -0.73948 -3.14048 1.38312  -0.360
F1 -0.89320 -4.46329 1.90083  0.081
F2 -0.80226 -3.29707 -0.04187  0.056
F3 -1.81975 -2.32670 1.80747  0.090
C7 1.78835 -2.23750 0.69865  0.052
N2 3.08200 -1.75171 0.98274  0.125
H1 5.86109 -4.23946 2.28012  0.114
H2 5.34158 -3.06201 0.96123  0.026
H3 7.05469 -2.93504 1.62189  0.114
H4 4.75768 -0.34864 3.37229  0.156
H5 5.27695 -0.59568 1.60758  0.165
H6 3.02550 -1.61745 4.50487  0.166
H7 0.44585 -2.49259 4.14298  0.135
H8 1.49368 -2.40419 -0.39936  0.136
C8 -4.48001 -0.09414 2.59385  -0.062
C9 -4.33365 1.29414 3.14077  -0.241
N3 -4.21834 2.38807 3.57009  0.125
H9 -4.93968 -0.05736 1.60490  0.080
H10 -3.49974 -0.56587 2.51331  0.050
H11 -5.10900 -0.69034 3.25686  0.083
C10 -4.13467 3.87497 0.45800  -0.083
C11 -3.26609 4.50070 -0.59068  -0.242
N4 -2.57955 4.99398 -1.41612  0.110
H12 -4.48803 2.90094 0.11540  0.073
H13 -3.56686 3.74300 1.38048  0.051
H14 -4.99553 4.51586 0.65811  0.027
C12 0.65682 -5.85879 -1.64146  -0.060
C13 2.00048 -5.54506 -1.05247  -0.245
N5 3.06001 -5.29771 -0.58926  0.121
H15 -0.11885 -5.73208 -0.88471  0.063
H16 0.45203 -5.18812 -2.47762  0.080
H17 0.64059 -6.88948 -1.99929  0.086
C14 -2.18211 4.32290 -5.00422  -0.080
C15 -1.01778 4.19379 -5.94027  -0.259
N6 -0.10044 4.09211 -6.67701  0.100
H18 -2.82275 5.14779 -5.31965  0.078
H19 -2.76375 3.39972 -5.00582  0.074
H20 -1.82482 4.51692 -3.99126  0.043
C16 4.24924 -2.55803 -3.73586  -0.050
C17 4.50847 -2.60152 -2.25980  -0.210
N7 4.71388 -2.63583 -1.09745  0.120
H21 4.91883 -3.24903 -4.25029  0.086
H22 3.21626 -2.84434 -3.93987  0.076
H23 4.42044 -1.54841 -4.11279  0.084
C18 -4.77216 8.27323 -0.06767  -0.060
C19 -5.67399 7.07690 -0.01913  -0.232
N8 -6.38422 6.13385 0.01912  0.119
H24 -4.08500 8.25424 0.77964  0.080
H25 -4.19592 8.26557 -0.99423  0.079
H26 -5.36639 9.18741 -0.02455  0.080

Output
- electronic energy (Ha) = -1551.9772
- net charge = +1
- frontier orbital gap (eV) = 7.0

---

Formula: C4H6N2O2
Source: the Open Molecules 2025 dataset
Level of theory: the ωB97M-V functional and the def2-TZVPD basis

Last column: Löwdin charge in e.
Element x y z (Å)
C1 0.79243 -2.10677 -0.20105  -0.025
C2 0.40244 -0.86400 -0.46150  -0.108
C3 1.11117 0.34981 -0.21494  -0.452
O1 2.41127 0.55104 -0.45842  0.106
N1 0.34092 1.29701 0.25276  0.143
C4 -0.95353 0.82058 0.08704  -0.497
N2 -1.75402 0.81714 1.16049  0.200
O2 -1.66544 0.98482 -1.05779  0.070
H1 1.77429 -2.35056 0.21051  0.052
H2 0.13445 -2.95421 -0.37225  0.036
H3 2.61431 1.48581 -0.30299  0.121
H4 -2.72584 0.57904 1.05553  0.121
H5 -1.33533 0.80074 2.07398  0.120
H6 -1.14711 0.58956 -1.77134  0.113

Output
- electronic energy (Ha) = -415.9168
- SMILES string = C=C=C(O)/N=C(/N)O
- frontier orbital gap (spin up / spin down) (eV) = 8.6 / 8.6

---

Formula: C2HFIN
Source: the Open Molecules 2025 dataset
Level of theory: the ωB97M-V functional and the def2-TZVPD basis

Last column: Löwdin charge in e.
Element x y z (Å)
N1 0.63047 2.20614 0.39648  0.103
C1 0.49694 1.08348 0.27470  -0.190
C2 -0.00593 -0.52715 -0.12196  -0.777
F1 0.30450 -0.74656 -1.39955  -0.053
I1 -2.05595 -0.87655 0.32350  0.855
H1 0.62997 -1.13937 0.52683  0.063

Output
- electronic energy (Ha) = -529.0630
- SMILES string = N#C[C@H](F)I
- frontier orbital gap (eV) = 10.1

---

Formula: C2H4N4
Source: the Open Molecules 2025 dataset
Level of theory: the ωB97M-V functional and the def2-TZVPD basis

Last column: Löwdin charge in e.
Element x y z (Å)
C1 -1.33402 -0.42211 0.21265  0.087
N1 -0.00921 0.54345 -0.72893  -0.033
C2 1.01648 1.12435 -0.08704  -0.234
N2 1.90412 0.22498 0.31920  0.022
N3 1.40796 -0.96278 0.00310  -0.045
N4 0.29153 -0.80049 -0.65762  -0.112
H1 -1.11990 -1.18818 0.95736  0.075
H2 -1.99034 -0.75459 -0.58203  0.073
H3 -1.64910 0.51063 0.66806  0.065
H4 1.11050 2.19100 0.05564  0.102

Output
- electronic energy (Ha) = -297.4812
- frontier orbital gap (eV) = 10.7

---

Formula: C26H56AlN3O5P
Source: the Open Molecules 2025 dataset
Level of theory: the ωB97M-V functional and the def2-TZVPD basis

Last column: Löwdin charge in e.
Element x y z (Å)
C1 3.03483 6.02418 0.37976  -0.129
O1 3.17455 4.80861 -0.31135  -0.197
C2 3.00287 3.66634 0.52549  -0.235
C3 3.81261 2.52059 -0.04194  -0.173
C4 3.39413 2.08017 -1.44952  -0.213
C5 1.89197 1.87686 -1.64366  -0.216
C6 1.26240 0.83994 -0.71240  -0.215
C7 1.85840 -0.55972 -0.83563  -0.225
C8 1.10109 -1.58849 0.01154  -0.294
C9 -0.23906 -2.05058 -0.57189  -0.238
Al1 -1.35884 -3.11539 0.68237  0.171
O2 -0.50000 -4.53881 1.27363  -0.213
C10 -3.06234 -3.69976 -0.17207  -0.236
C11 -4.00869 -2.59815 -0.66779  -0.300
C12 -4.66149 -1.81089 0.46882  -0.236
C13 -5.88897 -1.01035 0.03640  -0.213
C14 -5.52233 0.27481 -0.71575  -0.209
C15 -6.56311 0.72123 -1.74022  -0.216
C16 -7.85071 1.28344 -1.13363  -0.179
C17 -7.66339 2.64530 -0.48398  -0.246
O3 -8.59135 2.79264 0.57786  -0.190
C18 -8.67470 4.11451 1.04172  -0.132
P1 -1.57019 -1.72771 2.68542  0.484
N1 -0.54060 -1.93435 3.86362  -0.244
O4 -1.55929 -0.14421 2.24323  -0.273
O5 -3.06203 -1.78941 3.39023  -0.277
H1 2.14534 6.03330 1.02098  0.087
H2 3.91167 6.22561 1.00849  0.086
H3 2.93435 6.81752 -0.36078  0.082
H4 1.93611 3.42300 0.57938  0.117
H5 3.34547 3.89626 1.54107  0.122
H6 3.78560 1.68044 0.65646  0.119
H7 4.84875 2.86662 -0.08398  0.083
H8 3.74719 2.82380 -2.17004  0.102
H9 3.91742 1.14900 -1.68421  0.100
H10 1.38448 2.83933 -1.52532  0.102
H11 1.71448 1.56819 -2.67980  0.109
H12 1.34543 1.16359 0.33105  0.108
H13 0.19062 0.78643 -0.92080  0.107
H14 1.82386 -0.87044 -1.88842  0.113
H15 2.91488 -0.53534 -0.54490  0.099
H16 1.74734 -2.46153 0.15926  0.093
H17 0.94935 -1.15951 1.01044  0.087
H18 -0.04675 -2.67426 -1.45834  0.056
H19 -0.81200 -1.18453 -0.93193  0.045
H20 0.33130 -4.33463 1.71796  -0.016
H21 -2.72074 -4.27223 -1.04837  0.050
H22 -3.62384 -4.41379 0.44339  0.053
H23 -3.44087 -1.90687 -1.30410  0.091
H24 -4.80462 -3.00530 -1.30953  0.096
H25 -4.91961 -2.49584 1.28041  0.108
H26 -3.93187 -1.11414 0.89485  0.091
H27 -6.52032 -1.63580 -0.60828  0.105
H28 -6.48874 -0.76126 0.91668  0.107
H29 -4.56459 0.13532 -1.22400  0.108
H30 -5.35737 1.07132 0.01666  0.105
H31 -6.82792 -0.14572 -2.35413  0.107
H32 -6.13273 1.46139 -2.42452  0.108
H33 -8.61887 1.36358 -1.90694  0.108
H34 -8.23835 0.59751 -0.37611  0.114
H35 -6.64066 2.75496 -0.10054  0.117
H36 -7.82355 3.45311 -1.21233  0.120
H37 -7.72768 4.45372 1.48172  0.087
H38 -9.44950 4.14484 1.80633  0.084
H39 -8.94070 4.80866 0.23346  0.082
H40 0.11338 -2.69142 3.71648  -0.068
H41 -1.35747 0.39059 3.02550  0.046
H42 -2.88170 -1.88268 4.33743  0.035
C19 8.96248 5.76452 -1.09766  -0.111
C20 9.01767 4.33408 -1.61554  -0.264
C21 7.76753 3.52712 -1.25082  -0.194
C22 7.57839 3.41759 0.19578  -0.251
N2 7.42255 3.34134 1.33070  0.154
H43 8.90484 5.78365 -0.00852  0.071
H44 9.84933 6.32234 -1.39849  0.069
H45 8.08737 6.28774 -1.48811  0.077
H46 9.89787 3.82356 -1.21986  0.110
H47 9.10971 4.32989 -2.70318  0.106
H48 7.81889 2.51645 -1.65845  0.120
H49 6.87248 3.99807 -1.66507  0.120
C23 2.91645 -8.62610 0.71746  -0.118
C24 1.57720 -7.92217 0.54619  -0.257
C25 1.71932 -6.43401 0.21992  -0.191
C26 2.39585 -5.69410 1.28493  -0.251
N3 2.87497 -5.14180 2.17128  0.154
H50 3.48029 -8.19311 1.54544  0.069
H51 2.77930 -9.68845 0.92292  0.066
H52 3.52567 -8.53470 -0.18482  0.072
H53 0.97823 -8.02241 1.45303  0.115
H54 1.00714 -8.38599 -0.26110  0.106
H55 0.74138 -5.95580 0.10844  0.097
H56 2.28278 -6.29130 -0.70534  0.120

Output
- electronic energy (Ha) = -2148.6845
- net charge = -1
- frontier orbital gap (eV) = 7.1

---

Formula: C14H16MnN5O2SbSe4
Source: the Open Molecules 2025 dataset
Level of theory: the ωB97M-V functional and the def2-TZVPD basis

Last column: Löwdin charge in e.
Element x y z (Å)
Mn1 11.49847 -9.51542 -1.35284  0.451
O1 10.14647 -8.32512 2.17344  0.057
C1 10.69539 -8.80571 1.17884  -0.581
N1 10.73372 -8.36353 -0.06817  -0.093
C2 10.19513 -7.07657 -0.39558  -0.113
C3 10.25117 -6.98057 -1.87628  -0.212
C4 9.98620 -5.76926 -2.56119  0.040
C5 10.22979 -5.76580 -3.93156  -0.025
C6 10.53059 -6.93914 -4.56503  -0.043
C7 10.62823 -8.11373 -3.85305  -0.088
N2 10.54932 -8.12053 -2.51237  -0.015
C8 11.46428 -10.09460 1.31191  -0.223
C9 11.60660 -10.67932 2.63048  -0.257
C10 12.60916 -11.70107 2.74583  -0.303
C11 13.23530 -12.20834 1.57824  -0.049
C12 12.94451 -11.65418 0.39537  -0.086
N3 12.07859 -10.58827 0.25470  0.010
H1 10.82326 -6.32767 -0.02279  0.130
H2 9.18254 -6.87746 -0.02964  0.157
H3 9.68474 -4.92715 -2.01492  0.115
H4 10.10156 -4.78142 -4.45705  0.149
H5 10.61552 -6.90401 -5.64396  0.123
H6 10.88136 -9.08511 -4.33357  0.107
H7 11.36733 -10.04914 3.47840  0.134
H8 13.00347 -12.08111 3.64837  0.101
H9 14.02553 -12.94186 1.67828  0.143
H10 13.36512 -11.97939 -0.56428  0.131
Se1 8.33863 -10.77971 0.61925  0.227
Sb1 8.87440 -13.01578 1.27198  0.555
Se2 10.11584 -13.38982 -1.02375  0.142
Se3 9.55810 -10.90927 -1.42434  0.319
Se4 10.65067 -12.56764 3.15946  0.785
C13 14.08332 -11.59071 -5.86360  -0.033
N4 13.90830 -11.23574 -4.43717  0.057
C14 12.71988 -11.02897 -3.83393  -0.544
N5 11.58952 -11.34065 -4.54382  0.196
O2 12.71700 -10.58174 -2.65577  -0.086
H11 15.05958 -11.30040 -6.28170  0.109
H12 13.28732 -11.11310 -6.42315  0.080
H13 13.94140 -12.66009 -6.04617  0.095
H14 14.67969 -10.89126 -3.88732  0.153
H15 11.69516 -11.88954 -5.38552  0.112
H16 10.72736 -11.45454 -4.04570  0.073

Output
- electronic energy (Ha) = -11963.8215
- net charge = +2
- 2S+1 = 2
- frontier orbital gap (spin up / spin down) (eV) = 6.3 / 6.1